Record 1
{"formula": "C19H16CsFN3NaO10", "method": "ωB97M-V/def2-TZVPD", "multiplicity": 1, "homo_ev": -4.803, "homo_lumo_gap_ev": 2.1, "elements": ["O", "C", "N", "N", "C", "C", "C", "C", "N", "H", "H", "H", "H", "C", "C", "C", "O", "C", "C", "C", "O", "O", "O", "H", "H", "H", "H", "C", "C", "C", "O", "C", "C", "C", "O", "O", "O", "H", "H", "Cs", "C", "C", "O", "H", "H", "H", "H", "H", "H", "F", "Na"], "xyz": [[-1.016, 4.501, 2.076], [-1.168, 3.332, 2.057], [-1.071, 1.999, 2.358], [-0.001, 1.551, 1.500], [1.277, 1.518, 1.907], [2.310, 1.156, 1.143], [2.004, 0.728, -0.213], [0.688, 0.764, -0.494], [-0.313, 1.166, 0.256], [1.467, 1.809, 2.931], [3.323, 1.141, 1.508], [2.770, 0.418, -0.897], [0.403, 0.427, -1.481], [1.861, -4.738, 1.143], [2.436, -3.530, 1.157], [3.053, -2.935, -0.076], [3.543, -1.824, 0.006], [3.037, -3.716, -1.301], [2.464, -4.928, -1.315], [1.824, -5.513, -0.089], [1.304, -6.610, -0.168], [2.424, -5.683, -2.406], [2.498, -2.780, 2.254], [1.412, -5.176, 2.023], [3.498, -3.282, -2.178], [1.957, -6.500, -2.149], [2.958, -1.961, 1.986], [1.140, 3.362, -5.014], [1.370, 2.414, -3.997], [1.309, 0.946, -4.458], [1.558, 0.004, -3.698], [0.951, 0.676, -5.815], [0.717, 1.663, -6.852], [0.871, 3.120, -6.409], [0.765, 4.055, -7.187], [0.411, 1.410, -7.989], [1.606, 2.619, -2.813], [1.166, 4.415, -4.756], [0.867, -0.376, -6.050], [-2.625, 2.496, 0.534], [-5.086, 1.369, 5.772], [-6.559, 1.526, 5.414], [-7.139, 0.270, 5.117], [-4.538, 0.904, 4.953], [-4.638, 2.348, 5.983], [-4.965, 0.714, 6.652], [-6.668, 2.154, 4.533], [-7.111, 1.989, 6.239], [-7.060, -0.293, 5.893], [2.401, -1.234, -5.008], [-3.686, 2.118, 7.418]], "mulliken_charge": [-0.452, 0.748, -1.327, 1.553, -0.165, -0.901, -0.044, -0.529, -1.427, 0.418, 0.477, 0.634, 0.619, -0.953, 0.389, 1.117, -0.606, -1.059, 0.372, 0.960, -0.626, -0.563, -0.597, 0.417, 0.483, 0.354, 0.308, -0.656, 0.523, 0.865, -0.476, -0.460, 0.221, 0.421, -0.644, -0.523, -0.632, 0.419, 0.517, 0.827, -0.610, -0.446, -0.506, 0.321, 0.144, 0.262, 0.307, 0.290, 0.298, -0.565, 0.503]}

Record 2
{"formula": "C14H22N2O3PdSi2", "method": "ωB97M-V/def2-TZVPD", "multiplicity": 3, "homo_ev": [1.248, -1.623], "charge": -2, "homo_lumo_gap_ev": [3.7, 6.6], "s2": 2.007, "elements": ["Pd", "N", "C", "C", "O", "N", "C", "C", "O", "O", "H", "H", "H", "H", "H", "H", "C", "Si", "C", "C", "C", "C", "C", "C", "C", "Si", "C", "C", "H", "H", "H", "H", "H", "H", "H", "H", "H", "H", "H", "H", "H", "H", "H", "H"], "xyz": [[-0.866, 0.605, -0.339], [-1.158, 4.231, -0.734], [-1.621, 4.073, 0.660], [-2.805, 3.102, 0.596], [-3.929, 3.496, 0.987], [-2.556, 1.955, 0.033], [-3.646, 1.111, -0.199], [-3.498, 0.082, -1.316], [-4.462, -0.553, -1.714], [-2.246, -0.123, -1.770], [-0.671, 3.400, -1.104], [-0.532, 5.005, -0.803], [-2.057, 5.042, 0.904], [-0.864, 3.790, 1.419], [-4.630, 1.608, -0.346], [-3.818, 0.467, 0.706], [2.849, 1.489, -1.395], [1.530, 0.623, -0.275], [1.817, 1.790, 1.160], [2.260, -1.120, 0.105], [3.599, -1.376, 0.229], [4.004, -2.692, 0.460], [3.122, -3.730, 0.664], [1.698, -3.533, 0.610], [1.302, -2.195, 0.321], [-0.502, -1.802, -0.034], [-0.889, -3.006, -1.493], [-1.804, -2.495, 1.308], [3.820, 1.535, -0.851], [2.525, 2.559, -1.679], [3.151, 0.950, -2.300], [2.783, 1.518, 1.652], [1.169, 1.662, 2.070], [1.883, 2.837, 0.841], [4.324, -0.545, 0.037], [5.074, -3.036, 0.474], [3.470, -4.754, 0.913], [0.909, -4.318, 0.767], [-0.731, -4.014, -1.018], [-0.144, -2.889, -2.304], [-1.896, -2.900, -1.869], [-1.373, -3.472, 1.633], [-2.747, -2.473, 0.728], [-1.844, -1.903, 2.266]], "mulliken_charge": [0.113, -0.657, -0.292, 0.286, -0.820, 0.060, -0.376, 0.547, -0.738, -0.692, 0.217, 0.222, 0.362, 0.068, 0.288, 0.090, -1.324, 0.282, -1.237, 0.210, -0.071, -0.473, -0.417, -0.807, 0.569, 0.623, -1.129, -1.187, 0.333, 0.215, 0.337, 0.384, 0.334, 0.269, 0.123, 0.225, 0.277, 0.149, 0.305, 0.278, 0.297, 0.296, 0.189, 0.273]}

Number 1: total energy -52571.8978 eV. Number 2: total energy -43232.8229 eV.